C58H149N11O18 | the ωB97M-V functional and the def2-TZVPD basis

Each line ends with the Löwdin charge.
Positions of all 236 atoms, in Å:
H  5.218  -2.215  -4.931  0.093
H  -5.955  3.237  3.602  0.077
C  -2.897  -4.589  -1.063  -0.214
H  -2.260  -2.637  -0.333  0.105
H  1.964  -0.871  -6.461  0.023
H  1.014  -0.311  0.632  0.121
H  -0.969  2.217  -5.861  0.043
H  3.170  -5.452  3.450  0.120
H  -0.714  2.923  5.723  0.096
C  2.163  6.647  -2.890  -0.121
H  2.561  0.804  -4.803  0.102
H  4.262  0.364  -12.144  0.070
C  4.530  4.469  -6.493  -0.124
H  -2.321  0.443  -4.688  0.049
C  3.235  -0.155  4.028  -0.129
H  8.748  -0.822  -2.965  0.079
H  -8.519  0.941  2.848  0.118
C  -3.030  2.518  2.489  -0.085
O  3.828  -1.120  3.209  -0.194
H  5.148  1.336  -13.273  0.086
C  -0.649  -1.654  11.342  -0.116
H  -0.384  -1.494  -7.360  0.136
C  -6.820  2.691  3.213  -0.118
H  5.601  -1.003  -3.773  0.066
H  10.123  0.259  -0.201  0.066
C  -2.604  -1.306  8.177  -0.176
C  -3.946  1.987  6.876  -0.214
C  -1.444  -0.755  1.847  -0.176
H  1.325  1.000  -7.787  0.125
H  4.728  -0.233  -13.817  0.089
H  -2.513  3.425  2.191  0.097
H  5.047  -2.819  3.313  0.119
H  1.837  -2.911  3.180  0.093
H  -2.051  2.147  -0.594  0.066
H  -2.690  -2.420  10.008  0.116
H  -2.882  -0.679  10.230  0.121
H  -0.536  -0.680  2.460  0.114
H  10.188  1.678  -1.009  0.066
H  -4.633  0.035  7.131  0.116
H  0.592  5.038  -3.825  0.109
H  0.489  1.804  5.058  0.089
H  -2.876  -7.203  -1.667  0.125
C  -5.204  2.056  8.894  -0.094
C  0.936  1.598  9.060  -0.426
C  -2.443  -3.154  -1.282  -0.230
H  -8.602  -0.226  5.302  0.120
H  3.512  3.186  -3.268  0.099
H  5.205  -2.095  -11.871  0.122
H  -10.334  1.029  11.020  0.085
H  -1.057  3.789  -5.447  0.059
O  -5.150  2.400  7.509  -0.198
C  -3.097  1.198  -4.771  -0.046
H  1.104  6.944  -2.897  0.084
H  -4.379  2.531  9.445  0.084
C  3.471  2.455  -5.844  -0.212
N  -1.154  -0.392  0.438  -0.052
H  -2.955  -0.565  -1.201  0.071
H  -8.059  1.257  6.981  0.119
C  -8.938  1.890  6.811  -0.201
H  -4.517  -6.502  -1.734  0.115
O  -0.268  0.111  -6.008  -0.242
H  -6.406  2.134  2.367  0.080
H  4.995  -1.844  4.684  0.116
H  0.230  3.234  7.832  0.131
H  4.035  1.825  -6.541  0.100
N  -1.618  2.976  -5.666  0.056
N  6.525  -0.273  -9.370  -0.075
O  4.279  3.556  -5.468  -0.186
C  1.069  -0.276  -9.522  -0.069
C  -0.230  1.834  10.028  -0.053
H  -2.564  0.030  3.509  0.102
C  -1.928  2.737  -3.181  -0.174
H  -1.125  -2.586  11.669  0.087
H  8.154  1.668  0.424  0.120
C  -3.014  -9.102  -4.801  -0.132
H  -2.158  -5.075  -0.420  0.112
C  -10.449  1.706  10.178  -0.130
H  6.954  0.484  -9.885  0.112
H  4.170  1.110  -4.332  0.107
C  -0.027  -0.751  -4.870  -0.059
H  2.031  -6.014  1.417  0.122
H  -10.455  2.974  7.908  0.127
H  -1.161  0.613  0.630  0.079
N  2.217  -3.624  3.799  -0.058
H  1.979  4.728  -4.810  0.116
H  -4.063  -6.573  -4.396  0.126
N  2.196  -0.891  -7.446  0.066
N  -3.024  -5.236  -2.371  -0.062
O  -9.786  1.286  9.015  -0.179
O  1.672  -0.906  -1.950  -0.166
H  -9.506  2.160  3.560  0.129
H  4.858  -1.297  -7.135  0.097
N  9.992  0.689  -1.115  0.041
H  -4.061  -0.563  -2.593  0.076
H  0.948  -5.424  -0.599  0.094
H  3.009  -1.140  -0.331  0.088
H  -3.580  -1.764  8.003  0.114
H  -1.074  -0.809  11.897  0.081
H  -10.205  2.748  10.413  0.082
C  -2.510  0.169  2.414  -0.218
C  7.743  0.786  -0.089  -0.247
N  -2.652  0.118  7.824  -0.048
H  -1.520  -3.221  -1.865  0.115
H  6.926  -1.874  -4.566  0.085
O  6.167  -0.296  -12.337  -0.183
H  4.546  0.999  0.445  0.065
N  2.209  2.054  9.624  0.032
C  -3.558  -6.599  -2.264  -0.205
H  1.027  -1.348  -9.733  0.081
H  6.690  -1.695  -7.198  0.134
H  7.238  0.530  -7.582  0.127
H  7.141  -0.950  -2.172  0.050
H  -3.750  1.127  -5.643  0.088
H  -0.260  -0.133  -4.010  0.061
C  -3.672  0.481  6.846  -0.214
C  1.578  4.552  -3.800  -0.232
C  5.895  -1.349  -11.457  -0.226
H  5.142  -1.705  -9.443  0.117
C  5.943  -1.418  -4.721  -0.123
H  0.713  -5.177  2.357  0.126
C  4.330  -2.248  3.900  -0.226
H  6.003  1.502  1.453  0.084
C  5.890  -0.962  -7.045  -0.214
H  7.992  0.049  0.697  0.127
H  -8.644  2.762  6.228  0.116
O  -0.237  1.381  6.981  -0.218
C  5.530  1.457  0.472  -0.070
H  1.000  2.924  -2.631  0.099
H  3.763  0.016  4.973  0.096
H  1.041  0.514  8.964  0.139
H  -0.137  1.148  10.870  0.061
C  1.544  3.049  -3.575  -0.193
H  -3.617  2.775  -0.369  0.085
H  1.525  2.432  7.096  0.124
H  -6.087  2.588  9.241  0.083
C  -2.523  2.595  -4.599  -0.411
H  2.529  2.762  -6.311  0.111
H  2.186  -0.452  4.171  0.081
C  -2.684  2.997  -0.884  -0.116
H  2.799  -2.436  5.424  0.107
O  1.582  -4.036  0.901  -0.198
H  -3.342  3.322  -4.601  0.136
C  3.265  -3.042  4.651  -0.202
C  0.640  2.218  7.710  -0.203
H  -0.262  -1.065  -1.980  0.091
H  -0.743  -1.579  -4.894  0.100
C  1.680  -5.073  1.851  -0.217
N  2.866  2.415  -3.398  -0.017
H  8.171  1.213  -2.099  0.141
H  8.390  -1.667  -1.347  0.083
C  -0.232  -0.411  -7.316  -0.183
C  8.211  -0.820  -2.020  -0.064
H  -1.102  3.427  -2.970  0.106
H  -1.185  1.582  9.558  0.063
H  3.654  4.596  -7.137  0.088
H  0.158  0.564  -1.681  0.112
H  -0.239  2.883  10.332  0.080
H  -4.068  2.448  2.155  0.069
C  -2.324  -1.435  9.671  -0.234
H  -3.496  0.097  5.831  0.101
C  1.105  -0.048  -8.020  -0.406
C  2.825  -0.575  -1.252  -0.146
H  -1.781  0.500  7.442  0.071
H  3.498  -4.191  2.217  0.115
C  8.550  0.507  -1.352  -0.446
H  -3.860  1.065  -3.999  0.070
C  6.306  0.155  -8.004  -0.207
H  3.182  0.825  3.546  0.084
C  1.045  -4.362  -0.349  -0.104
H  0.228  -1.850  0.244  0.100
H  -10.606  0.636  6.427  0.104
H  -3.087  2.590  7.182  0.120
C  -8.710  1.445  3.804  -0.234
O  -0.946  -1.496  9.973  -0.214
O  -3.531  -2.474  -1.886  -0.169
C  -3.768  -7.260  -3.598  -0.218
C  -3.265  -1.112  -2.095  -0.114
H  -11.539  1.791  10.049  0.085
H  0.428  -1.658  11.480  0.087
H  -1.023  0.069  -7.896  0.125
H  -5.088  0.989  9.077  0.077
H  -4.227  2.231  5.843  0.104
C  -9.576  2.355  8.111  -0.229
O  6.387  0.788  -0.460  -0.185
H  -3.638  -8.749  -5.625  0.087
C  0.444  -0.457  -1.406  -0.211
N  -9.896  1.183  5.970  -0.079
H  3.082  -0.397  -7.495  0.042
H  -3.477  -9.884  -4.188  0.088
H  2.102  3.039  9.855  0.069
C  2.733  -4.642  2.865  -0.207
O  -2.935  3.135  -2.252  -0.191
C  3.237  1.631  -4.568  -0.188
H  4.505  -0.227  -10.150  0.097
O  -2.615  -8.043  -3.956  -0.189
O  -2.170  1.480  2.064  -0.219
H  2.395  1.576  10.495  0.068
H  -1.255  1.354  5.199  0.073
H  2.569  7.116  -3.790  0.088
C  -9.282  0.489  4.828  -0.199
O  5.978  -0.442  -5.722  -0.204
O  -7.461  1.966  4.238  -0.198
H  -10.055  -0.023  4.248  0.118
H  -7.537  3.474  2.942  0.094
H  -3.868  -4.662  -0.555  0.118
H  0.988  -1.115  -4.971  0.073
H  0.187  0.194  -9.965  0.076
H  -1.921  -1.925  7.587  0.123
H  -1.749  -1.807  1.869  0.117
H  2.982  0.490  -1.026  0.076
H  0.078  -3.889  -0.543  0.053
H  5.480  4.345  -7.024  0.086
H  -3.577  -0.022  2.220  0.130
H  -1.632  1.719  -2.876  0.103
H  3.775  -0.678  -1.789  0.080
H  -2.418  -0.989  -2.786  0.063
H  -3.109  2.503  3.584  0.074
C  -0.416  1.867  5.670  -0.092
H  4.690  5.481  -6.095  0.084
C  5.033  0.311  -12.917  -0.103
H  -2.162  -9.606  -5.261  0.083
H  -8.842  3.004  8.607  0.115
C  5.398  -0.863  -10.092  -0.199
H  1.943  0.055  -10.085  0.058
H  5.416  2.487  0.117  0.091
H  1.761  -4.011  -1.100  0.096
H  -2.142  3.887  -0.546  0.094
O  2.314  5.256  -2.821  -0.173
H  -3.665  -4.639  -2.883  0.105
H  0.977  2.603  -4.394  0.103
H  3.741  -3.908  5.116  0.117
C  0.203  -0.775  0.056  -0.195
H  -4.577  -7.992  -3.507  0.110
H  2.568  7.071  -1.975  0.089
H  6.831  -1.878  -11.283  0.124
H  5.548  0.954  -8.014  0.104

Calculated values
SMILES = COC[C@H](C)N.COC[C@H](C)N.COC[C@H](C)N.COC[C@H](C)N.COCCNCCOC.COCCNCCOC.COCCNCCOC.COCCNCCOC.COCCNCCOC.COCCNCCOC.COCCNCCOC
energy relative to the best compared isomer or geometry (same formula, charge and spin) = 362.5 kJ/mol
HOMO level = -8.3 eV